No. 1
DFT (the ωB97M-V functional and the def2-TZVPD basis) results for a molecular structure, C10H16Cl3FOPb at a distorted geometry.

Last column: Löwdin charge in e.
Cartesian coordinates (Å):
C: -0.49 0.82 -2.36  -0.22
C: -1.35 -0.30 -2.21  -0.22
C: -0.54 -1.46 -1.99  -0.22
C: -2.82 -0.33 -2.30  -0.09
C: 0.81 -1.06 -2.14  -0.24
C: 0.85 0.35 -2.35  -0.17
C: 2.04 1.19 -2.55  -0.04
C: -0.97 2.19 -2.62  -0.08
C: -1.00 -2.85 -1.84  -0.06
C: 2.00 -1.91 -2.06  -0.10
Pb: 0.10 0.44 1.74  0.68
Cl: -2.49 0.17 1.12  -0.37
Cl: 0.57 3.16 0.52  0.07
Cl: 0.96 -2.01 1.28  -0.35
H: -3.22 0.63 -1.97  0.06
H: -3.22 -1.10 -1.64  0.05
H: -3.18 -0.53 -3.33  0.08
H: -1.87 -2.82 -1.18  0.07
H: -0.25 -3.48 -1.35  0.07
H: -1.27 -3.27 -2.83  0.08
H: 1.89 -2.56 -1.19  0.01
H: 2.91 -1.32 -1.88  0.06
H: 2.14 -2.51 -2.97  0.07
H: 2.89 0.66 -2.13  0.06
H: 1.96 2.13 -1.99  0.04
H: 2.24 1.34 -3.62  0.09
H: -1.88 2.39 -2.04  0.07
H: -1.20 2.33 -3.68  0.07
H: -0.22 2.94 -2.34  0.05
O: 2.24 2.98 -0.20  -0.71
H: 2.75 3.47 0.47  -0.06
F: -0.04 0.64 3.91  -0.75

Charge: -2
Lowest unoccupied orbital energy (alpha / beta) in hartree: 0.204 / 0.174
Strongest force on any atom in hartree/bohr: 0.09795
HOMO energy (alpha / beta) in eV: -1.356 / 0.504
ΔE to the lowest compared entry with this formula, charge and spin in kJ/mol: 14.1
Molar mass in Da: 484.794
Electronic energy in eV: -58210.485
2S+1: 1


No. 2
DFT (the ωB97M-V functional and the def2-TZVPD basis) results for a molecular structure, C10H16ClLuPdTe at a distorted geometry.

Last column: Löwdin charge in e.
Cartesian coordinates (Å):
Lu: 0.70 0.06 -3.99  1.15
Cl: 1.30 2.17 -3.01  -0.18
C: -0.74 0.54 -5.67  -0.36
C: 2.68 -0.21 -5.03  -0.37
H: -0.51 -0.18 -6.47  -0.04
H: -1.68 0.21 -5.19  -0.05
H: -0.95 1.50 -6.16  -0.03
H: 2.50 -0.85 -5.91  -0.04
H: 3.17 -0.84 -4.25  -0.05
H: 3.41 0.55 -5.32  -0.03
Pd: -0.14 0.31 -0.38  0.33
C: -1.53 1.73 -0.77  -0.35
C: -0.21 -1.45 0.24  -0.31
H: -1.95 1.34 -1.72  -0.02
H: -2.25 1.71 0.06  -0.02
H: -1.01 2.70 -0.91  -0.02
H: 0.60 -1.96 0.80  -0.05
H: -1.20 -1.99 0.33  -0.04
Te: 0.42 1.58 1.80  1.17
C: 0.09 0.38 3.46  -0.64
C: -1.16 0.46 4.11  -0.15
C: -1.45 -0.43 5.15  -0.09
C: -0.50 -1.39 5.55  -0.08
C: 0.77 -1.44 4.93  -0.08
C: 1.09 -0.55 3.90  -0.15
H: -1.86 1.24 3.77  0.09
H: -2.43 -0.38 5.65  0.11
H: -0.74 -2.09 6.35  0.10
H: 1.52 -2.18 5.26  0.11
H: 2.06 -0.53 3.40  0.09

Lowest unoccupied orbital energy (alpha / beta) in hartree: -0.020 / -0.102
Strongest force on any atom in hartree/bohr: 0.07848
Expectation value of S²: 6.016
HOMO energy (alpha / beta) in eV: -6.972 / -8.533
ΔE to the lowest compared entry with this formula, charge and spin in kJ/mol: 0.0
Molar mass in Da: 580.678
Electronic energy in eV: -67538.291
2S+1: 5


No. 3
DFT (the ωB97M-V functional and the def2-TZVPD basis) results for a molecular structure, C10H16CuO6 at a distorted geometry.

Last column: Löwdin charge in e.
Cartesian coordinates (Å):
Cu: -0.34 -1.30 -1.84  0.35
O: 0.37 -3.45 -1.76  -0.39
C: -0.80 -4.12 -2.11  -0.46
C: -2.11 -3.35 -1.82  -0.42
O: -2.16 -1.97 -2.15  -0.40
H: -0.80 -5.06 -1.54  0.06
H: -0.75 -4.51 -3.14  0.07
H: -2.44 -3.40 -0.77  0.07
H: -2.96 -3.93 -2.23  0.07
O: -0.83 1.11 -1.68  0.13
C: -0.47 2.23 -1.49  -0.46
O: -1.40 3.21 -1.42  0.02
C: -0.80 4.51 -1.10  -0.12
C: 0.62 4.11 -0.62  -0.18
C: 0.94 2.80 -1.25  -0.07
H: -1.36 4.98 -0.29  0.12
H: -0.69 5.12 -2.00  0.12
H: 0.56 4.04 0.47  0.11
H: 1.35 4.90 -0.82  0.11
H: 1.45 2.10 -0.59  0.12
H: 1.51 2.79 -2.17  0.13
O: 0.96 -0.76 -0.06  0.10
C: 0.83 -0.86 1.13  -0.47
O: -0.31 -1.26 1.74  0.05
C: -0.15 -1.18 3.17  -0.15
C: 1.22 -0.56 3.41  -0.17
C: 1.94 -0.85 2.13  -0.08
H: -0.11 -2.20 3.55  0.13
H: -1.00 -0.61 3.53  0.13
H: 1.57 -0.92 4.37  0.11
H: 1.20 0.53 3.49  0.11
H: 2.20 -1.91 2.05  0.15
H: 2.77 -0.23 1.80  0.13

Charge: -1
Lowest unoccupied orbital energy in hartree: 0.086
Strongest force on any atom in hartree/bohr: 0.04448
HOMO energy in eV: -1.785
ΔE to the lowest compared entry with this formula, charge and spin in kJ/mol: 0.0
Molar mass in Da: 295.778
Electronic energy in eV: -67551.980
2S+1: 1


No. 4
DFT (the ωB97M-V functional and the def2-TZVPD basis) results for 4 unconnected molecules or ions with the total composition C10H16F9O14PS4 at a distorted geometry.

Last column: Löwdin charge in e.
Cartesian coordinates (Å):
O: -1.26 6.09 -3.90  -0.40
S: -2.03 4.82 -3.41  0.66
O: -3.55 5.11 -3.71  -0.41
P: -1.48 3.19 -4.69  0.82
C: -1.06 1.77 -5.91  -0.42
F: -1.57 2.10 -7.27  -0.06
F: -1.80 0.54 -5.48  -0.05
C: 0.54 1.39 -5.97  -0.09
F: 0.78 -0.04 -5.56  -0.05
F: 1.40 2.21 -5.06  -0.06
C: -1.87 4.49 -1.57  -0.27
F: -3.21 4.18 -1.04  0.02
F: -1.46 5.80 -0.95  0.00
C: -0.70 3.41 -1.16  -0.16
F: -1.37 2.07 -1.05  0.01
F: -0.30 3.76 0.26  0.04
F: 0.47 3.38 -2.07  0.04
H: -2.79 3.28 -5.35  0.09
H: -1.37 2.24 -3.61  0.04
H: -0.42 4.02 -5.21  0.07
H: 0.85 1.47 -7.11  0.19
C: 2.20 -1.57 -2.10  -0.17
C: 1.32 -2.53 -2.91  -0.17
O: 2.17 -3.63 -3.23  -0.19
S: 3.24 -3.84 -2.02  0.69
O: 2.75 -4.88 -1.15  -0.23
O: 4.57 -3.86 -2.59  -0.24
O: 3.02 -2.41 -1.28  -0.29
H: 2.86 -0.99 -2.76  0.13
H: 1.61 -0.89 -1.49  0.13
H: 0.93 -2.07 -3.81  0.12
H: 0.49 -2.91 -2.30  0.13
C: 1.06 -1.55 3.43  -0.18
C: 0.87 -3.05 3.62  -0.17
O: 1.18 -3.63 2.36  -0.18
S: 2.32 -2.73 1.62  0.72
O: 3.61 -3.34 1.86  -0.22
O: 1.85 -2.38 0.30  -0.25
O: 2.20 -1.41 2.58  -0.19
H: 0.20 -1.11 2.92  0.13
H: 1.23 -1.03 4.38  0.12
H: -0.14 -3.31 3.93  0.10
H: 1.58 -3.45 4.35  0.14
C: -2.15 -0.78 7.80  -0.17
C: -0.99 -0.03 7.15  -0.17
O: -0.64 -0.79 6.00  -0.21
S: -1.99 -1.49 5.41  0.68
O: -2.49 -0.67 4.33  -0.22
O: -1.75 -2.91 5.26  -0.23
O: -2.94 -1.26 6.71  -0.18
H: -1.79 -1.65 8.36  0.13
H: -2.74 -0.14 8.45  0.14
H: -0.13 0.06 7.82  0.14
H: -1.30 0.97 6.82  0.14

Lowest unoccupied orbital energy in hartree: -0.043
Strongest force on any atom in hartree/bohr: 0.19503
HOMO energy in eV: -9.912
SMILES: O=S(=O)([PH3]C(F)(F)C(F)F)C(F)(F)C(F)(F)F.O=S1(=O)OCCO1.O=S1(=O)OCCO1.O=S1(=O)OCCO1
Molar mass in Da: 690.448
Electronic energy in eV: -116368.236
2S+1: 1


No. 5
DFT (the ωB97M-V functional and the def2-TZVPD basis) results for 2 unconnected molecules or ions with the total composition C10H16IN2O2 at a distorted geometry.

Last column: Löwdin charge in e.
Cartesian coordinates (Å):
O: 2.60 0.18 4.25  -0.06
C: 3.07 0.23 3.01  -0.15
C: 2.19 0.39 1.63  -0.18
N: 1.05 1.39 1.70  -0.51
I: 1.50 3.13 2.73  1.10
C: -0.23 0.69 2.22  -0.29
C: -1.13 0.01 1.08  0.03
C: -2.48 -0.80 1.49  0.02
C: -2.67 -0.78 3.11  -0.01
C: -1.62 0.02 4.02  -0.06
N: -0.38 0.78 3.69  0.05
H: 4.25 0.11 2.88  0.16
H: 2.91 0.58 0.70  0.16
H: 1.68 -0.67 1.40  0.16
H: 0.86 1.68 0.70  0.12
H: -0.82 0.09 -0.06  0.10
H: -3.17 -1.34 0.72  0.12
H: -3.58 -1.35 3.60  0.11
H: -1.87 0.01 5.19  0.13
C: 0.18 0.50 -4.59  -0.06
C: -0.17 -0.04 -3.21  -0.52
C: 0.03 -1.54 -3.14  -0.06
O: -1.53 0.28 -2.92  -0.07
H: -0.46 0.06 -5.36  0.09
H: 0.02 1.58 -4.63  0.08
H: 1.23 0.29 -4.84  0.08
H: 0.45 0.46 -2.46  0.12
H: -0.62 -2.06 -3.85  0.09
H: -0.24 -1.92 -2.14  0.07
H: 1.07 -1.81 -3.34  0.08
H: -2.09 -0.15 -3.58  0.10

Charge: +1
Lowest unoccupied orbital energy in hartree: -0.187
Strongest force on any atom in hartree/bohr: 0.16661
HOMO energy in eV: -12.837
ΔE to the lowest compared entry with this formula, charge and spin in kJ/mol: 823.3
Molar mass in Da: 323.154
Electronic energy in eV: -25789.859
2S+1: 1


No. 6
DFT (the ωB97M-V functional and the def2-TZVPD basis) results for C10H16N2 in the gas phase at a distorted geometry.

Last column: Löwdin charge in e.
Cartesian coordinates (Å):
C: 1.38 -1.00 3.32  -0.10
C: 0.62 -3.05 2.15  -0.10
C: 0.56 -0.93 1.00  -0.23
C: 0.01 -1.41 -0.18  -0.06
C: -0.29 -0.56 -1.21  -0.06
C: -0.33 0.85 -1.17  -0.25
C: 0.05 1.33 0.11  -0.04
C: 0.49 0.51 1.13  -0.02
C: -0.85 3.14 -1.90  -0.06
C: -1.61 1.07 -3.33  -0.04
H: 2.16 -0.26 3.18  0.09
H: 1.47 -1.88 4.02  0.10
H: 0.42 -0.52 3.59  0.09
H: 1.07 -3.58 3.06  0.09
H: -0.53 -3.09 2.30  0.11
H: 0.91 -3.67 1.27  0.08
H: 0.11 -2.51 -0.51  0.13
H: -0.45 -1.01 -2.14  0.07
H: 0.09 2.39 0.24  0.08
H: 0.70 0.81 2.15  0.07
H: -1.14 3.48 -2.84  0.05
H: 0.00 3.60 -1.56  0.05
H: -1.50 3.44 -1.03  0.11
H: -2.46 0.36 -3.12  0.09
H: -0.76 0.53 -4.00  0.12
H: -1.78 2.06 -3.77  0.05
N: 1.07 -1.66 2.10  -0.25
N: -0.85 1.68 -2.16  -0.19

Lowest unoccupied orbital energy in hartree: 0.034
Strongest force on any atom in hartree/bohr: 0.07847
HOMO energy in eV: -6.626
ΔE to the lowest compared entry with this formula, charge and spin in kJ/mol: 193.9
SMILES: CN(C)c1ccc(N(C)C)cc1
Molar mass in Da: 164.252
Electronic energy in eV: -13606.943
2S+1: 1